DFT (ωB97M-V with the def2-TZVPD basis set) results for the molecule C4H9ClNO3P at a distorted geometry.

Results
HOMO   -10.4 eV
F_max   4.40 eV/A
Relative energy (zero: lowest compared OMol25 entry of this formula, charge and spin)   1.88 kJ/mol
HOMO-LUMO gap   11.001 eV
SMILES string   COC(=O)[C@@H](C)N[P@H](=O)Cl
Multiplicity   1

Each line ends with the Löwdin charge.
Geometry (Å):
C -0.106 0.223 0.955  -0.45
C -0.034 -1.649 -0.801  -0.07
C -1.968 0.353 2.400  -0.02
C 0.737 -0.722 0.075  -0.28
N 1.566 0.151 -0.885  -0.17
O -0.004 0.374 -2.963  -0.35
O 0.419 1.232 1.393  0.09
O -1.230 -0.359 1.413  -0.04
P 0.915 1.042 -2.124  0.10
Cl 2.494 1.851 -2.922  0.42
H 0.583 -2.436 -1.242  0.08
H -0.695 -2.291 -0.120  0.11
H -0.378 -1.052 -1.666  0.05
H -2.936 -0.196 2.537  0.12
H -2.073 1.340 2.013  0.09
H -1.380 0.430 3.246  0.07
H 1.552 -1.168 0.691  0.16
H 2.194 0.810 -0.416  0.07
H 0.345 2.067 -1.583  -0.01